Entry a
Entry from the Open Molecules 2025 dataset: a cluster of 2 separate species, C7H12 in total (ωB97M-V with the def2-TZVPD basis set).

Bonds (Å) are listed after each position.
Atoms and positions in Å:
1 C 1.90 1.18 1.91  C2 1.420, H8 1.086, H10 1.086
2 C 1.89 1.27 0.50  C1 1.420, C3 1.634, H11 1.095, H12 1.095
3 C 0.60 0.37 0.06  C2 1.634, C4 1.582, H13 1.090, H14 1.090
4 C 0.47 0.35 -1.51  C3 1.582, C5 1.424, H15 1.096, H16 1.096
5 C -0.71 -0.43 -1.73  C4 1.424, C6 1.252
6 C -1.71 -1.10 -1.41  C5 1.252, C7 1.338
7 C -2.78 -1.81 -1.03  C6 1.338, H18 1.086, H19 1.086
8 H 1.33 1.87 2.52  C1 1.086
9 H -1.58 -1.05 1.66  H17 0.751
10 H 2.40 0.37 2.43  C1 1.086
11 H 1.70 2.26 0.09  C2 1.095
12 H 2.75 0.80 0.00  C2 1.095
13 H -0.30 0.81 0.50  C3 1.090
14 H 0.73 -0.65 0.43  C3 1.090
15 H 0.37 1.38 -1.87  C4 1.096
16 H 1.37 -0.09 -1.94  C4 1.096
17 H -1.98 -1.32 1.09  H9 0.751
18 H -2.72 -2.89 -0.88  C7 1.086
19 H -3.73 -1.33 -0.83  C7 1.086

Calculated values
Spin multiplicity: 1
Highest occupied orbital energy (alpha / beta) (eV): -7.728 / -7.672
Gap between HOMO and LUMO (alpha / beta) (eV): 7.34 / 8.13

natural (NBO) atomic charge list, values in e, 6 entries:
1 C -0.30
2 C -0.48
3 C -0.34
4 C -0.49
5 C 0.07
6 C -0.09

=====

Entry b
Entry from the Open Molecules 2025 dataset: a cluster of 2 separate species, C7H12 in total (ωB97M-V with the def2-TZVPD basis set).

Bonds (Å) are listed after each position.
Atoms and positions in Å:
1 C -0.91 1.27 1.26  C2 1.553, H8 1.097, H9 1.098, H10 1.102
2 C -0.25 -0.06 0.82  C1 1.553, C3 1.537, C7 1.559, H11 1.099
3 C 1.12 0.30 0.20  C2 1.537, C4 1.548, C6 1.577, H12 1.089
4 C 1.80 -1.05 -0.12  C3 1.548, C5 1.503, H13 1.098, H14 1.090
5 C 0.79 -1.15 -1.23  C4 1.503, C6 1.488, C7 1.542, H15 1.090
6 C 0.44 0.29 -1.22  C3 1.577, C5 1.488, C7 1.509, H16 1.084
7 C -0.52 -0.68 -0.59  C2 1.559, C5 1.542, C6 1.509, H17 1.081
8 H -1.91 1.20 1.71  C1 1.097
9 H -0.96 2.02 0.46  C1 1.098
10 H -0.27 1.71 2.05  C1 1.102
11 H -0.25 -0.74 1.68  C2 1.099
12 H 1.69 1.13 0.62  C3 1.089
13 H 1.69 -1.84 0.63  C4 1.098
14 H 2.84 -0.96 -0.43  C4 1.090
15 H 0.83 -1.78 -2.12  C5 1.090
16 H 0.29 1.04 -1.99  C6 1.084
17 H -1.42 -1.17 -0.95  C7 1.081
18 H -2.63 0.35 -0.05  H19 0.738
19 H -2.75 0.25 -0.77  H18 0.738

Calculated values
Spin multiplicity: 1
Highest occupied orbital energy (eV): -9.476
Gap between HOMO and LUMO (eV): 10.73

natural (NBO) atomic charge list, values in e, 6 entries:
1 C -0.62
2 C -0.20
3 C -0.20
4 C -0.39
5 C -0.22
6 C -0.25

=====

Name the most stable of them. entry b.

=====

Entry a
Entry from the Open Molecules 2025 dataset: the molecule C7H12 (ωB97M-V with the def2-TZVPD basis set).

Bonds (Å) are listed after each position.
Atoms and positions in Å:
1 C 4.00 -0.08 0.90  C2 1.464, H8 1.094, H9 1.095, H10 1.095
2 C 2.70 -0.39 0.30  C1 1.464, C3 1.206
3 C 1.63 -0.62 -0.21  C2 1.206, C4 1.468
4 C 0.30 -0.76 -0.80  C3 1.468, C5 1.536, H11 1.097, H12 1.098
5 C -0.79 -0.09 0.06  C4 1.536, C6 1.526, H13 1.098, H14 1.096
6 C -2.09 0.14 -0.71  C5 1.526, C7 1.527, H15 1.098, H16 1.099
7 C -3.16 0.81 0.16  C6 1.527, H17 1.096, H18 1.096, H19 1.095
8 H 3.88 0.59 1.76  C1 1.094
9 H 4.66 0.41 0.18  C1 1.095
10 H 4.51 -0.98 1.26  C1 1.095
11 H 0.05 -1.81 -0.96  C4 1.097
12 H 0.31 -0.30 -1.80  C4 1.098
13 H -0.97 -0.70 0.95  C5 1.098
14 H -0.41 0.88 0.41  C5 1.096
15 H -2.46 -0.81 -1.09  C6 1.098
16 H -1.89 0.77 -1.58  C6 1.099
17 H -3.40 0.19 1.03  C7 1.096
18 H -2.81 1.78 0.53  C7 1.096
19 H -4.09 0.97 -0.40  C7 1.095

Calculated values
Spin multiplicity: 1
Highest occupied orbital energy (eV): -9.334
Gap between HOMO and LUMO (eV): 10.42

natural (NBO) atomic charge list, values in e, 6 entries:
1 C -0.68
2 C -0.01
3 C -0.02
4 C -0.46
5 C -0.38
6 C -0.39

=====

Entry b
Entry from the Open Molecules 2025 dataset: the molecule C7H12 (ωB97M-V with the def2-TZVPD basis set).

Bonds (Å) are listed after each position.
Atoms and positions in Å:
1 C -2.55 -0.30 -0.02  C2 1.526, H8 1.098, H9 1.096, H10 1.093
2 C -1.26 0.51 0.02  C1 1.526, C3 1.548, C7 1.508, H11 1.108
3 C -0.13 -0.13 0.86  C2 1.548, C4 1.533, H12 1.096, H13 1.101
4 C 1.16 0.38 0.21  C3 1.533, C5 1.525, C6 1.537, H14 1.101
5 C 2.37 -0.55 0.34  C4 1.525, H15 1.097, H16 1.096, H17 1.096
6 C 0.69 0.63 -1.23  C4 1.537, C7 1.450, H18 1.094, H19 1.143
7 C -0.73 0.92 -1.33  C2 1.508, C6 1.450
8 H -2.36 -1.30 -0.44  C1 1.098
9 H -2.97 -0.44 0.98  C1 1.096
10 H -3.30 0.19 -0.65  C1 1.093
11 H -1.48 1.51 0.42  C2 1.108
12 H -0.20 0.10 1.93  C3 1.096
13 H -0.17 -1.23 0.76  C3 1.101
14 H 1.43 1.36 0.65  C4 1.101
15 H 2.15 -1.53 -0.11  C5 1.097
16 H 2.64 -0.72 1.39  C5 1.096
17 H 3.25 -0.13 -0.17  C5 1.096
18 H 1.40 1.04 -1.95  C6 1.094
19 H 0.31 -0.33 -1.71  C6 1.143

Calculated values
Spin multiplicity: 1
Highest occupied orbital energy (eV): -8.312
Gap between HOMO and LUMO (eV): 9.30

natural (NBO) atomic charge list, values in e, 6 entries:
1 C -0.59
2 C -0.38
3 C -0.41
4 C -0.24
5 C -0.60
6 C -0.52

=====

Entry c
Entry from the Open Molecules 2025 dataset: a cluster of 3 separate species, C7H12 in total (ωB97M-V with the def2-TZVPD basis set).

Bonds (Å) are listed after each position.
Atoms and positions in Å:
1 C 0.84 -0.91 1.81  C2 1.499, H8 1.091, H9 1.099, H10 1.100
2 C -0.34 -0.50 0.98  C1 1.499, C3 1.520, C7 1.327
3 C -0.66 -1.22 -0.32  C2 1.520, C4 1.477, H12 1.096, H13 1.091
4 C -0.25 -0.19 -1.30  C3 1.477, C5 1.285, C6 1.502
5 C 0.71 0.10 -2.11  C4 1.285, C6 1.493, H14 1.070
6 C -0.50 0.95 -2.24  C4 1.502, C5 1.493, H16 1.093, H17 1.085
7 C -1.13 0.52 1.30  C2 1.327, H18 1.087, H19 1.075
8 H 1.77 -1.00 1.25  C1 1.091
9 H 0.56 -1.91 2.18  C1 1.099
10 H 1.01 -0.27 2.68  C1 1.100
11 H 1.92 1.77 1.22  no bonds
12 H -0.06 -2.11 -0.55  C3 1.096
13 H -1.72 -1.45 -0.42  C3 1.091
14 H 1.40 -0.38 -2.77  C5 1.070
15 H 1.00 1.96 0.40  no bonds
16 H -1.08 0.84 -3.17  C6 1.093
17 H -0.53 1.98 -1.90  C6 1.085
18 H -2.17 0.55 1.00  C7 1.087
19 H -0.78 1.27 1.99  C7 1.075

Calculated values
Spin multiplicity: 1
Highest occupied orbital energy (eV): -8.701
Gap between HOMO and LUMO (eV): 9.55

natural (NBO) atomic charge list, values in e, 6 entries:
1 C -0.65
2 C 0.07
3 C -0.49
4 C 0.07
5 C -0.23
6 C -0.42

=====

Entry d
Entry from the Open Molecules 2025 dataset: the molecule C7H12 (ωB97M-V with the def2-TZVPD basis set).

Bonds (Å) are listed after each position.
Atoms and positions in Å:
1 C 1.85 2.20 0.08  C2 1.375, H8 1.104, H9 1.090
2 C 1.01 1.30 0.70  C1 1.375, C3 1.375
3 C 0.98 0.31 -0.26  C2 1.375, C4 1.550, H10 1.095
4 C 0.04 -0.91 -0.14  C3 1.550, C5 1.526, C6 1.536, H11 1.099
5 C 0.57 -1.81 0.97  C4 1.526, H12 1.104, H13 1.090, H14 1.083
6 C -1.40 -0.46 0.15  C4 1.536, C7 1.543, H15 1.091, H16 1.094
7 C -1.95 0.49 -0.94  C6 1.543, H17 1.104, H18 1.090, H19 1.090
8 H 2.95 2.09 0.02  C1 1.104
9 H 1.53 3.22 -0.10  C1 1.090
10 H 1.79 0.10 -0.98  C3 1.095
11 H 0.03 -1.44 -1.11  C4 1.099
12 H 0.57 -1.18 1.88  C5 1.104
13 H -0.13 -2.58 1.28  C5 1.090
14 H 1.54 -2.23 0.73  C5 1.083
15 H -2.06 -1.32 0.31  C6 1.091
16 H -1.31 0.08 1.09  C6 1.094
17 H -1.20 1.29 -1.05  C7 1.104
18 H -1.86 0.05 -1.93  C7 1.090
19 H -2.97 0.79 -0.70  C7 1.090

Calculated values
Spin multiplicity: 1
Highest occupied orbital energy (eV): -8.344
Gap between HOMO and LUMO (eV): 7.96

natural (NBO) atomic charge list, values in e, 6 entries:
1 C -0.12
2 C -0.18
3 C -0.21
4 C -0.26
5 C -0.60
6 C -0.39

=====

Name the most stable of them. entry a.